# 1
{"formula": "C44H37N6O2PPbS3", "method": "wB97M-V/def2-TZVPD", "charge": 0, "gap_ev": 6.301, "homo_ev": -6.99, "lumo_energy_ev": -0.687, "energy_ha": -3906.76378, "elements": ["Pb", "C", "C", "N", "C", "S", "N", "N", "C", "C", "C", "C", "C", "C", "C", "N", "H", "H", "H", "H", "H", "H", "H", "H", "H", "H", "H", "H", "H", "O", "C", "O", "C", "P", "C", "C", "C", "C", "C", "C", "C", "C", "C", "C", "C", "C", "H", "H", "H", "H", "H", "H", "H", "H", "H", "H", "H", "H", "S", "C", "C", "C", "C", "C", "C", "N", "C", "C", "C", "C", "C", "C", "C", "C", "N", "C", "C", "C", "C", "C", "S", "C", "H", "H", "H", "H", "H", "H", "H", "H", "H", "H", "H", "H"], "positions_angstrom": [[0.9656, 0.1326, -0.3836], [1.8658, -0.9779, 5.5389], [0.8019, 0.0432, 5.1473], [-0.1184, -0.4699, 4.1655], [0.0712, -0.4487, 2.8320], [1.6059, 0.0476, 2.2440], [-0.9903, -0.8398, 2.1502], [-0.9931, -0.7485, 0.8252], [-2.0333, -1.1832, 0.1737], [-3.2021, -1.8167, 0.8705], [-2.0293, -1.0735, -1.2660], [-3.1258, -1.4777, -2.0488], [-3.0396, -1.4065, -3.4233], [-1.8635, -0.9515, -4.0133], [-0.8295, -0.5729, -3.1733], [-0.9162, -0.6145, -1.8563], [2.5587, -0.5414, 6.2530], [2.4173, -1.2746, 4.6513], [1.4048, -1.8584, 5.9795], [1.2925, 0.9222, 4.7179], [0.2188, 0.3470, 6.0210], [-1.0029, -0.8496, 4.4654], [-2.9871, -1.8570, 1.9346], [-3.3707, -2.8273, 0.5005], [-4.1046, -1.2282, 0.7169], [-4.0229, -1.8439, -1.5774], [-3.8728, -1.7192, -4.0350], [-1.7488, -0.9035, -5.0858], [0.1234, -0.2415, -3.5583], [4.4256, -2.2071, -1.9948], [3.2385, -1.9689, -1.8852], [2.6463, -0.8604, -1.9732], [2.2749, -3.2060, -1.6663], [1.0212, -2.7418, -0.4272], [-0.2918, -3.9888, -0.7432], [-0.7010, -4.9628, 0.1625], [-1.7675, -5.7948, -0.1321], [-2.4369, -5.6754, -1.3375], [-2.0047, -4.7442, -2.2676], [-0.9401, -3.9129, -1.9738], [1.7577, -3.2868, 1.1463], [3.1297, -3.4785, 1.2697], [3.6736, -3.8177, 2.4955], [2.8622, -3.9418, 3.6094], [1.5012, -3.7021, 3.5034], [0.9508, -3.3695, 2.2813], [2.8180, -4.1136, -1.3885], [1.7663, -3.3752, -2.6186], [-0.1723, -5.0909, 1.0940], [-2.0848, -6.5392, 0.5863], [-3.2794, -6.3154, -1.5564], [-2.5085, -4.6576, -3.2201], [-0.5924, -3.2026, -2.7138], [3.7750, -3.3486, 0.4140], [4.7381, -3.9811, 2.5755], [3.2915, -4.2122, 4.5620], [0.8731, -3.7644, 4.3802], [-0.1057, -3.1530, 2.2065], [-1.7381, 2.3465, 4.6335], [-2.1955, 3.1888, 6.0561], [-2.1874, 4.5374, 5.8812], [-1.8078, 4.9101, 4.5785], [-1.5284, 3.8404, 3.7671], [-1.1013, 3.8322, 2.3881], [-0.6493, 2.6363, 1.7876], [-0.2036, 2.5445, 0.5676], [-0.1758, 3.6443, -0.1988], [-0.6531, 4.8922, 0.2724], [-0.6565, 6.0183, -0.6007], [-0.2095, 5.9172, -1.8742], [0.3025, 4.6857, -2.3755], [0.7487, 4.5326, -3.6938], [1.2575, 3.3140, -4.1166], [1.3447, 2.2861, -3.1497], [0.8825, 2.3951, -1.9366], [0.3452, 3.5517, -1.5294], [1.6437, 3.0582, -5.4825], [1.7235, 3.9285, -6.5406], [2.0679, 3.2993, -7.7500], [2.2460, 1.9577, -7.6088], [2.0053, 1.4345, -5.9956], [-1.1112, 4.9665, 1.5930], [-2.4414, 2.6326, 6.9397], [-2.4452, 5.2409, 6.6528], [-1.7319, 5.9359, 4.2655], [-0.6558, 1.7240, 2.3649], [-1.0358, 6.9569, -0.2228], [-0.2279, 6.7718, -2.5349], [0.6765, 5.3690, -4.3729], [1.8222, 1.3448, -3.3871], [1.5508, 4.9869, -6.4629], [2.1707, 3.8190, -8.6863], [2.5112, 1.2396, -8.3601], [-1.4775, 5.9071, 1.9769]], "forces_ev_per_a": [[0.9, 0.4, -0.6], [-0.1, 0.2, -0.1], [0.5, -0.1, 0.2], [-0.3, -0.2, 0.0], [0.6, 0.1, -0.2], [0.2, 0.0, 0.8], [-1.1, -0.3, 0.6], [-0.2, 0.0, -0.5], [0.1, 0.0, 1.4], [0.2, 0.1, 0.1], [-0.2, 0.0, -1.1], [0.2, 0.2, 0.3], [0.2, 0.1, -0.1], [-0.1, -0.1, 0.2], [-0.1, 0.0, -0.4], [-0.6, -0.2, 0.2], [0.1, 0.0, 0.1], [0.1, -0.1, 0.0], [0.0, -0.1, 0.1], [-0.1, 0.0, 0.2], [0.0, 0.1, -0.1], [0.0, 0.1, -0.1], [-0.1, 0.0, -0.1], [0.0, -0.1, -0.1], [-0.2, 0.0, 0.0], [-0.1, -0.1, 0.1], [-0.1, 0.0, 0.0], [0.0, 0.0, 0.0], [0.1, 0.1, -0.2], [0.8, -0.1, 0.1], [-0.3, -1.2, -0.2], [-0.4, 0.8, -0.2], [0.3, 0.6, 0.0], [0.2, -1.1, 0.1], [0.1, 0.1, 0.1], [0.0, 0.0, 0.0], [-0.1, -0.1, 0.1], [-0.1, 0.0, 0.0], [-0.1, 0.0, -0.1], [0.1, 0.0, 0.0], [-0.1, 0.1, -0.1], [-0.2, 0.0, -0.1], [0.1, 0.0, 0.1], [0.1, 0.0, 0.0], [0.0, -0.1, 0.0], [0.1, 0.0, 0.0], [-0.1, 0.2, -0.1], [0.0, 0.0, 0.1], [0.0, 0.0, 0.1], [0.0, 0.0, 0.0], [-0.1, -0.1, 0.0], [0.0, 0.0, -0.1], [-0.1, 0.1, 0.0], [0.1, 0.0, -0.1], [0.1, 0.0, 0.0], [0.1, 0.0, 0.1], [-0.1, 0.0, 0.1], [0.0, 0.0, 0.0], [-0.1, 0.7, 0.1], [0.1, -0.2, -0.2], [-0.1, -0.2, 0.2], [0.1, -0.2, -0.4], [-0.3, -0.2, 0.8], [0.2, 0.3, -0.9], [-0.2, 0.3, 0.3], [0.0, -0.2, -0.2], [-0.3, 0.7, 0.4], [0.2, -0.6, -0.1], [0.1, 0.2, -0.4], [-0.2, 0.2, 0.3], [0.1, -0.5, 0.2], [0.2, -0.5, 0.0], [-0.3, 0.4, 0.7], [0.0, 0.3, -0.2], [-0.1, 0.2, 0.0], [0.0, 0.6, -0.6], [0.3, -0.3, -0.8], [0.0, -0.2, 0.5], [0.1, -0.3, -0.2], [0.0, -0.1, 0.2], [0.0, 0.6, -0.3], [0.0, -0.5, 0.2], [-0.1, -0.1, 0.2], [0.0, 0.1, 0.1], [0.0, 0.2, -0.1], [0.0, -0.1, 0.0], [0.0, 0.1, 0.0], [0.0, 0.1, 0.0], [0.0, 0.1, -0.1], [0.1, -0.2, 0.0], [-0.1, 0.2, 0.1], [0.1, 0.0, -0.1], [0.1, -0.1, -0.2], [0.0, 0.1, 0.0]], "mulliken_charge": [0.90, -1.00, -0.80, 0.32, -0.53, -0.35, -1.37, 1.81, -0.06, -2.28, 1.23, -1.08, -0.56, -1.00, -0.58, 0.58, 0.47, 0.12, 0.27, 0.37, 0.43, 0.32, 0.38, 0.34, 0.48, 0.48, 0.46, 0.48, 0.74, -0.75, 0.39, -0.55, -0.93, 1.71, 0.74, -0.39, -0.77, -0.66, -0.70, -0.65, 0.73, -1.09, -0.75, -0.85, -0.83, -0.94, 0.47, 0.64, 0.43, 0.44, 0.38, 0.47, 0.28, 0.40, 0.45, 0.41, 0.49, 0.75, 0.08, -0.48, -0.56, -0.71, 0.75, -0.11, 0.84, 0.55, -0.51, 0.97, -1.01, -1.03, 1.02, -0.69, 0.27, -0.99, 0.08, -0.51, 0.43, -0.55, -0.58, -0.42, 0.01, -0.95, 0.43, 0.41, 0.37, -0.87, 0.43, 0.44, 0.38, 0.99, 0.39, 0.40, 0.43, 0.42]}

# 2
{"formula": "C2H12Si4", "method": "wB97M-V/def2-TZVPD", "charge": 0, "gap_ev": [6.501, 6.523], "homo_ev": [-7.77, -7.81], "lumo_energy_ev": [-1.265, -1.282], "energy_ha": -1241.18893, "elements": ["C", "C", "Si", "Si", "Si", "Si", "H", "H", "H", "H", "H", "H", "H", "H", "H", "H", "H", "H"], "positions_angstrom": [[-1.5174, 1.7856, -0.3152], [-0.3857, -0.3667, 1.7779], [3.0391, 0.5680, 0.1380], [-2.0829, -1.5897, -1.0296], [1.3265, -0.4043, -0.9196], [-0.7260, 0.0351, -0.0525], [-2.5843, 1.9422, -0.0803], [-0.9108, 2.5493, 0.0479], [-1.3949, 1.9815, -1.3269], [-0.9809, 0.0288, 2.6553], [-0.4227, -1.4939, 1.9593], [0.6447, -0.1233, 1.9206], [2.6292, 1.5917, 1.2048], [4.1613, -0.1187, 0.9547], [-1.6366, -2.9302, -0.6472], [-2.0315, -1.4197, -2.6238], [1.2996, -0.1844, -2.4476], [1.5734, -1.8513, -1.2158]], "forces_ev_per_a": [[-0.4, -1.9, 0.4], [-1.2, -1.6, 1.1], [1.6, 1.0, 1.9], [0.1, 0.8, -1.6], [0.0, -1.0, -2.7], [-1.8, 0.6, 1.3], [0.6, -0.4, 0.2], [0.9, 1.3, 1.5], [-0.2, 0.1, -2.4], [0.5, 0.0, -1.3], [0.0, 1.2, -0.5], [0.8, 0.4, 0.5], [-0.1, -0.4, -0.8], [-0.8, 0.0, -0.8], [0.1, -0.4, 0.0], [-0.1, -0.3, 1.6], [0.1, 0.7, 0.8], [-0.1, -0.1, 0.8]], "nbo_charge": [-1.04, -1.10, 0.33, 0.34, 0.05, 0.74, 0.25, 0.23, 0.23, 0.25, 0.24, 0.23, -0.16, -0.13, -0.17, -0.15, -0.09, -0.08]}

How do the records compare in relative energy (zero: lowest compared OMol25 entry of this formula, charge and spin)? In the order shown, they have 24.5, 56.1 kcal per mole.